(1)
A 2-piece molecular cluster, C4H8I2 overall in a non-equilibrium geometry. Source: OMol25; level of theory: ωB97M-V/def2-TZVPD.

Each line ends with the Mulliken charge.
Geometry (Å):
C  0.33  0.04  1.53  -1.15
C  1.38  0.66  -0.80  -1.13
C  -1.36  -1.10  -1.01  -0.95
C  0.20  0.50  0.11  0.18
I  -3.01  -1.31  0.29  0.06
I  -1.32  2.03  -0.03  0.09
H  1.19  -0.64  1.60  0.33
H  -0.58  -0.34  1.77  0.31
H  0.51  0.92  2.19  0.37
H  2.11  1.24  -0.21  0.36
H  1.01  0.87  -1.81  0.37
H  1.93  -0.38  -0.79  0.28
H  -1.54  -0.52  -1.91  0.44
H  -0.86  -1.98  -0.95  0.44

HOMO level (alpha / beta): -0.291 / -0.296 hartree
HOMO-LUMO gap (alpha / beta): 7.897 / 8.130 eV
Multiplicity: 1
E_LUMO (alpha / beta): -0.026 / 0.076 eV

(2)
An isolated ion of composition C4H8IN2 and charge +1 in a non-equilibrium geometry. Source: OMol25; level of theory: ωB97M-V/def2-TZVPD.

Each line ends with the Mulliken charge.
Geometry (Å):
C  2.23  -1.02  -0.62  -0.68
C  1.05  -1.39  -0.24  -0.28
C  -0.07  -0.17  0.29  0.97
C  -1.33  1.84  -0.25  -0.82
N  -0.80  -0.57  1.32  -0.42
N  -0.16  0.93  -0.35  -0.13
I  0.15  -3.28  -0.08  0.21
H  2.92  -1.74  -0.96  0.32
H  2.57  0.00  -0.77  0.28
H  -1.81  2.08  -1.19  0.29
H  -0.81  2.62  0.27  0.37
H  -2.09  1.38  0.38  0.28
H  -0.78  -1.58  1.71  0.18
H  -1.64  -0.06  1.60  0.17
H  0.59  0.98  -1.10  0.26

HOMO level: -0.495 hartree
HOMO-LUMO gap: 9.881 eV
Multiplicity: 1
E_LUMO: -3.578 eV
SMILES: C=C(I)/C(N)=[NH+]/C
Total charge: +1

(3)
An isolated ion of composition C4H8IN2 and charge +1 in a non-equilibrium geometry. Source: OMol25; level of theory: ωB97M-V/def2-TZVPD.

Each line ends with the Mulliken charge.
Geometry (Å):
C  -1.82  -0.03  0.09  0.23
C  -0.53  -0.72  0.41  -1.01
C  1.41  -0.62  -1.07  0.05
C  1.00  0.98  0.67  -0.65
N  -2.05  1.03  -0.48  -0.58
N  0.65  -0.17  -0.11  0.12
I  0.80  -2.25  -2.28  0.26
H  -2.69  -0.73  0.37  0.31
H  -0.46  -1.03  1.47  0.35
H  -0.51  -1.80  0.21  0.40
H  2.48  -0.42  -1.17  0.43
H  2.01  1.48  0.38  0.30
H  0.21  1.76  0.43  0.22
H  0.87  0.75  1.77  0.31
H  -1.38  1.75  -0.68  0.25

HOMO level: -0.502 hartree
HOMO-LUMO gap: 8.234 eV
Multiplicity: 1
E_LUMO: -5.438 eV
SMILES: [H]/N=C\C/[N+](C)=C\I
Total charge: +1

(4)
An isolated ion of composition C4H8IN2O and charge +1 in a non-equilibrium geometry. Source: OMol25; level of theory: ωB97M-V/def2-TZVPD.

Each line ends with the Mulliken charge.
Geometry (Å):
C  1.70  -2.74  0.48  0.33
C  0.35  -1.44  -0.93  -0.78
C  0.90  0.57  0.79  0.04
C  0.40  2.03  0.90  -1.26
N  0.49  -2.51  0.06  -0.13
N  -0.15  -0.25  -0.24  -0.19
O  2.75  -2.27  0.62  -0.29
I  2.79  0.41  -0.09  0.25
H  1.43  -1.32  -1.30  0.34
H  -0.36  -1.81  -1.62  0.44
H  -0.67  2.12  1.17  0.40
H  0.43  2.65  0.02  0.43
H  0.93  2.46  1.65  0.42
H  -0.22  -3.28  -0.09  0.29
H  -0.40  0.53  -0.80  0.36
H  -0.91  -0.42  0.31  0.34

HOMO level (alpha / beta): -0.409 / -0.486 hartree
HOMO-LUMO gap (alpha / beta): 5.162 / 9.816 eV
Multiplicity: 1
E_LUMO (alpha / beta): -5.961 / -3.396 eV
Total charge: +1

(5)
A 2-piece molecular cluster, C4H8INS overall in a non-equilibrium geometry. Source: OMol25; level of theory: ωB97M-V/def2-TZVPD.

Each line ends with the Mulliken charge.
Geometry (Å):
C  0.47  -1.68  -0.16  -0.53
C  -0.66  -1.29  -1.08  -0.56
C  0.12  0.49  0.66  0.27
C  0.54  1.94  0.60  -1.31
N  1.08  -0.41  0.17  -0.50
S  -1.41  0.14  -0.22  -0.16
I  2.83  -0.56  1.25  0.12
H  0.08  -2.20  0.73  0.35
H  1.21  -2.32  -0.65  0.36
H  -0.29  -0.96  -2.05  0.28
H  -1.42  -2.07  -1.21  0.38
H  -0.13  0.22  2.16  0.24
H  0.79  2.19  -0.43  0.34
H  1.42  2.11  1.23  0.35
H  -0.26  2.58  0.94  0.38

HOMO level: -0.311 hartree
HOMO-LUMO gap: 8.181 eV
Multiplicity: 1
E_LUMO: -0.287 eV

(6)
One molecule with the formula C4H8IOP in a non-equilibrium geometry. Source: OMol25; level of theory: ωB97M-V/def2-TZVPD.

Each line ends with the Mulliken charge.
Geometry (Å):
C  -0.74  -0.95  -0.69  -0.42
C  -1.07  -0.32  0.70  -0.69
C  0.11  0.22  -1.31  -0.83
C  0.19  0.26  1.37  -0.55
O  1.64  2.32  -0.01  -0.71
P  1.23  0.86  -0.05  0.61
I  3.04  -0.78  -0.02  -0.08
H  -0.15  -1.85  -0.58  0.32
H  -1.70  -1.14  -1.30  0.26
H  -1.64  0.56  0.20  0.26
H  -1.65  -0.78  1.49  0.37
H  0.50  -0.08  -2.26  0.41
H  -0.55  1.05  -1.58  0.42
H  0.20  1.23  2.03  0.29
H  0.59  -0.61  2.01  0.33

HOMO level: -0.358 hartree
HOMO-LUMO gap: 10.085 eV
Multiplicity: 1
E_LUMO: 0.332 eV
SMILES: O=P1(I)CCCC1

(7)
C4H8InO8S2 as an isolated structure in a non-equilibrium geometry. Source: OMol25; level of theory: ωB97M-V/def2-TZVPD.

Each line ends with the Mulliken charge.
Geometry (Å):
In  0.19  -0.70  -0.27  1.07
C  1.15  1.32  -5.66  -0.10
C  2.47  1.73  -5.00  -0.21
O  3.05  0.45  -4.76  -0.19
S  2.03  -0.62  -4.14  1.03
O  1.92  -0.66  -2.67  -0.39
O  2.03  -1.88  -4.87  -0.30
O  0.71  0.30  -4.78  -0.16
H  1.32  0.79  -6.60  0.32
H  0.32  2.02  -5.79  0.34
H  2.40  2.19  -4.01  0.28
H  3.15  2.13  -5.74  0.31
C  -1.70  -1.11  5.97  -0.21
C  -1.72  0.35  5.58  -0.13
O  -2.26  0.38  4.21  -0.17
S  -2.15  -1.10  3.41  0.99
O  -1.30  -1.04  2.23  -0.35
O  -3.55  -1.65  3.24  -0.31
O  -1.34  -1.70  4.77  -0.19
H  -2.71  -1.45  6.24  0.34
H  -1.11  -1.41  6.83  0.36
H  -0.67  0.63  5.54  0.31
H  -2.24  1.03  6.26  0.37

HOMO level: -0.727 hartree
HOMO-LUMO gap: 1.464 eV
Multiplicity: 1
E_LUMO: -18.329 eV
Total charge: +3

(8)
C4H8LiNaO3 as an isolated structure in a non-equilibrium geometry. Source: OMol25; level of theory: ωB97M-V/def2-TZVPD.

Each line ends with the Mulliken charge.
Geometry (Å):
C  -3.05  0.52  -0.03  -0.24
C  -2.25  -0.80  0.27  -0.37
C  -0.84  -0.30  0.26  -0.45
C  0.18  -1.32  0.27  -0.02
O  1.39  -1.10  0.41  -0.62
O  -4.26  0.63  0.50  -0.86
Li  -5.43  0.12  1.64  0.88
Na  3.40  0.10  -0.50  0.98
H  -2.92  0.78  -1.11  0.27
H  -1.91  1.15  0.40  0.11
H  -2.46  -1.53  -0.52  0.32
H  -2.55  -1.15  1.27  0.28
H  -0.47  0.59  -0.28  0.35
H  -0.15  -2.37  0.13  0.34
O  2.94  1.38  -2.32  -0.64
H  3.43  2.11  -2.70  0.32
H  2.06  1.36  -2.74  0.33

HOMO level (alpha / beta): -0.386 / -0.385 hartree
<S²>: 0.760
HOMO-LUMO gap (alpha / beta): 6.972 / 6.365 eV
Multiplicity: 2
E_LUMO (alpha / beta): -3.538 / -4.107 eV
Total charge: +1

(9)
C4H8LuO3 as an isolated structure in a non-equilibrium geometry. Source: OMol25; level of theory: ωB97M-V/def2-TZVPD.

Each line ends with the Mulliken charge.
Geometry (Å):
H  -2.70  -0.60  -1.18  0.32
C  -2.41  0.70  0.51  -0.40
H  -2.52  -0.09  1.25  0.36
H  -2.29  1.73  0.86  0.35
C  -2.59  0.44  -0.83  -0.30
H  -2.49  1.24  -1.57  0.32
H  -3.61  0.72  -0.08  0.34
O  1.09  0.47  1.99  -0.11
C  1.82  0.08  0.99  0.93
O  2.81  -0.60  1.26  -0.52
Lu  4.28  -1.41  2.77  2.58
O  1.31  0.25  -0.16  -0.19
C  1.76  -0.59  -1.26  -0.68
H  2.83  -0.42  -1.42  0.36
H  1.55  -1.64  -1.02  0.40
H  1.17  -0.26  -2.12  0.24

HOMO level (alpha / beta): -0.972 / -0.972 hartree
<S²>: 0.755
HOMO-LUMO gap (alpha / beta): 6.067 / 6.054 eV
Multiplicity: 2
E_LUMO (alpha / beta): -20.379 / -20.392 eV
Total charge: +4

(10)
An isolated ion of composition C4H8N and charge +1 in a non-equilibrium geometry. Source: OMol25; level of theory: ωB97M-V/def2-TZVPD.

Each line ends with the Mulliken charge.
Geometry (Å):
C  1.48  -0.61  2.25  0.15
C  0.68  -0.46  1.35  -0.73
C  0.44  -0.70  -1.10  -1.04
C  -0.30  -0.36  0.25  0.05
N  -0.87  1.07  0.22  -0.39
H  2.36  -0.52  2.88  0.42
H  1.24  -1.53  -0.91  0.34
H  -0.27  -1.05  -1.87  0.34
H  0.92  0.27  -1.23  0.36
H  -1.19  -0.96  0.30  0.38
H  -1.59  1.06  -0.63  0.40
H  -0.14  1.74  -0.04  0.36
H  -1.33  1.09  1.12  0.37

HOMO level: -0.543 hartree
HOMO-LUMO gap: 10.766 eV
Multiplicity: 1
E_LUMO: -4.016 eV
SMILES: C#C[C@H](C)[NH3+]
Total charge: +1

(11)
An isolated ion of composition C4H8N and charge +1 in a non-equilibrium geometry. Source: OMol25; level of theory: ωB97M-V/def2-TZVPD.

Each line ends with the Mulliken charge.
Geometry (Å):
C  -0.77  -0.04  0.52  0.14
C  -0.98  -0.10  1.85  -0.62
C  -1.15  -0.02  -0.91  -0.16
C  1.50  -0.05  -0.61  -0.87
N  0.22  0.53  -0.44  0.01
H  -0.10  0.03  2.55  0.27
H  -1.68  -0.76  2.24  0.32
H  -1.08  -0.94  -1.61  0.28
H  -1.85  0.83  -1.24  0.26
H  1.39  -1.14  -0.18  0.32
H  1.69  -0.13  -1.68  0.37
H  2.38  0.24  -0.01  0.34
H  0.43  1.56  -0.48  0.35

HOMO level: -0.572 hartree
HOMO-LUMO gap: 11.539 eV
Multiplicity: 1
E_LUMO: -4.016 eV
SMILES: C=C1C[N@@H+]1C
Total charge: +1

(12)
One molecule with the formula C4H8N2 in a non-equilibrium geometry. Source: OMol25; level of theory: ωB97M-V/def2-TZVPD.

Each line ends with the Mulliken charge.
Geometry (Å):
C  1.75  0.27  0.11  -1.07
C  0.32  0.24  -0.28  0.33
C  -0.44  -0.86  0.05  -0.11
C  -1.88  -0.52  0.06  -0.38
H  1.94  0.18  1.26  0.27
H  2.33  -0.80  -0.16  0.24
H  2.51  1.16  0.03  0.31
H  0.33  -0.04  -1.32  0.12
H  -0.29  -1.23  1.26  0.17
H  -0.28  -1.73  -0.83  0.26
H  -2.83  -1.15  0.01  0.34
H  -0.73  2.30  -0.40  0.29
N  -2.04  0.84  0.10  -0.51
N  -0.70  1.34  0.09  -0.25

HOMO level: -0.300 hartree
HOMO-LUMO gap: 9.109 eV
Multiplicity: 1
E_LUMO: 0.939 eV
SMILES: C[C@H]1CC=NN1

Question: multiplicity of number 3 (C4H8IN2)?
Answer: 1

Repeat the third record exactly.
An isolated ion of composition C4H8IN2 and charge +1 in a non-equilibrium geometry. Source: OMol25; level of theory: ωB97M-V/def2-TZVPD.

Each line ends with the Mulliken charge.
Geometry (Å):
C  -1.82  -0.03  0.09  0.23
C  -0.53  -0.72  0.41  -1.01
C  1.41  -0.62  -1.07  0.05
C  1.00  0.98  0.67  -0.65
N  -2.05  1.03  -0.48  -0.58
N  0.65  -0.17  -0.11  0.12
I  0.80  -2.25  -2.28  0.26
H  -2.69  -0.73  0.37  0.31
H  -0.46  -1.03  1.47  0.35
H  -0.51  -1.80  0.21  0.40
H  2.48  -0.42  -1.17  0.43
H  2.01  1.48  0.38  0.30
H  0.21  1.76  0.43  0.22
H  0.87  0.75  1.77  0.31
H  -1.38  1.75  -0.68  0.25

HOMO level: -0.502 hartree
HOMO-LUMO gap: 8.234 eV
Multiplicity: 1
E_LUMO: -5.438 eV
SMILES: [H]/N=C\C/[N+](C)=C\I
Total charge: +1